Record 1
DFT (ωB97M-V with the def2-TZVPD basis set) results for a molecular structure, C37H53N7RuSe.

Its HOMO energy (alpha / beta) is -9.56 / -9.64 eV. As for the total charge: +1. The spin multiplicity is 6.

Positions of all 99 atoms, in Å:
Ru1 0.91 0.62 -0.35
C1 2.30 3.79 -2.13
C2 2.75 3.49 -0.69
C3 3.68 2.28 -0.55
N1 2.98 1.15 0.08
C4 3.71 0.24 0.73
C5 5.08 0.09 0.53
C6 6.05 -0.65 1.22
C7 5.94 -1.35 2.40
C8 4.76 -1.53 3.13
C9 3.46 -1.20 2.83
C10 2.90 -0.59 1.67
N2 1.62 -0.58 1.41
C11 0.64 -1.05 2.39
C12 0.34 0.06 3.41
C13 0.62 1.44 2.84
N3 0.03 1.65 1.52
C14 -0.91 2.52 1.30
C15 -1.49 3.37 2.30
C16 -2.68 4.04 2.33
C17 -3.68 4.13 1.35
C18 -3.57 3.70 0.06
C19 -2.46 3.14 -0.60
C20 -1.23 2.71 -0.13
N4 -0.22 2.32 -0.97
C21 -0.16 3.00 -2.27
C22 0.83 4.18 -2.27
H1 2.48 2.91 -2.75
H2 2.95 4.55 -2.57
H3 1.87 3.28 -0.08
H4 3.20 4.38 -0.25
H5 4.55 2.53 0.07
H6 4.09 2.00 -1.53
H7 5.46 0.65 -0.32
H8 7.04 -0.61 0.80
H9 6.84 -1.79 2.80
H10 4.88 -2.03 4.09
H11 2.74 -1.47 3.58
H12 0.95 -1.98 2.88
H13 -0.27 -1.29 1.84
H14 0.94 -0.06 4.31
H15 -0.71 -0.03 3.71
H16 1.70 1.55 2.71
H17 0.32 2.18 3.57
H18 -0.91 3.45 3.21
H19 -2.88 4.57 3.26
H20 -4.61 4.62 1.64
H21 -4.44 3.86 -0.57
H22 -2.61 2.99 -1.66
H23 -1.12 3.40 -2.56
H24 0.09 2.29 -3.06
H25 0.68 4.73 -3.21
H26 0.54 4.86 -1.47
N5 -1.69 -2.57 -3.56
C23 -0.24 -2.40 -3.72
C24 0.09 -0.92 -3.60
C25 1.60 -0.64 -3.65
N6 1.89 0.50 -2.74
C26 2.45 -1.85 -3.29
C27 1.81 -2.68 -2.19
N7 1.65 -1.82 -0.99
C28 0.47 -3.24 -2.66
H27 -1.85 -1.71 -1.40
H28 -1.97 -3.53 -3.75
H29 -2.20 -1.99 -4.22
H30 0.09 -2.74 -4.71
H31 -0.30 -0.56 -2.64
H32 -0.43 -0.35 -4.37
H33 1.86 -0.35 -4.67
H34 2.89 0.65 -2.69
H35 1.51 1.33 -3.15
H36 3.45 -1.53 -3.00
H37 2.57 -2.49 -4.17
H38 2.47 -3.51 -1.94
H39 2.58 -1.60 -0.65
H40 1.20 -2.33 -0.24
H41 -0.20 -3.37 -1.81
H42 0.65 -4.24 -3.07
C29 -6.18 -3.54 3.16
C30 -5.12 -2.87 2.33
C31 -4.07 -3.59 1.79
C32 -3.07 -2.98 1.03
C33 -1.95 -3.83 0.48
C34 -3.17 -1.61 0.80
Se1 -1.86 -0.72 -0.30
C35 -4.19 -0.84 1.35
C36 -4.29 0.65 1.17
C37 -5.15 -1.49 2.11
H43 -6.01 -4.62 3.22
H44 -7.17 -3.38 2.73
H45 -6.20 -3.15 4.18
H46 -4.01 -4.66 1.97
H47 -1.89 -4.77 1.03
H48 -0.99 -3.33 0.54
H49 -2.13 -4.08 -0.57
H50 -3.37 1.16 1.47
H51 -5.10 1.06 1.77
H52 -4.46 0.92 0.12
H53 -5.96 -0.91 2.55


Record 2
DFT (ωB97M-V with the def2-TZVPD basis set) results for 3 unconnected molecules or ions with the total composition C37H54BN5O3 in a non-equilibrium geometry.

Its HOMO energy is -7.96 eV. As for the total charge: 0. The SMILES is C#CCc1c(B(O)OC)c(Cc2cccc(C)c2)c2nc(C#C)cnc2c1CCC(N)=O.CCN(CC)CC.CCN(CC)CC.

Positions of all 100 atoms, in Å:
C1 0.07 -2.23 6.23
C2 -0.63 -1.16 5.61
C3 -1.59 -0.13 4.69
C4 -1.15 -0.39 3.10
C5 0.25 0.28 2.49
B1 1.14 1.24 3.52
O1 2.41 0.64 4.03
O2 0.69 2.61 3.91
C6 1.58 3.54 3.14
C7 0.67 -0.03 0.92
C8 2.03 0.62 0.28
C9 3.43 0.09 0.97
C10 3.88 -1.47 1.18
C11 5.32 -1.84 1.94
C12 6.37 -0.69 2.50
C13 5.92 0.89 2.29
C14 6.90 2.12 2.85
C15 4.49 1.25 1.53
C16 -0.28 -0.99 -0.06
N1 0.20 -1.19 -1.47
C17 -0.74 -2.02 -2.28
C18 -0.39 -2.35 -3.88
C19 -0.38 -2.46 -5.30
C20 -2.10 -2.67 -1.66
N2 -2.62 -2.51 -0.26
C21 -1.67 -1.63 0.50
C22 -2.06 -1.29 2.08
C23 -3.48 -1.91 2.69
C24 -4.56 -0.69 2.87
C25 -5.87 -0.77 1.89
N3 -5.81 -1.00 0.38
O3 -7.11 -0.57 2.41
H1 0.41 -3.17 6.88
H2 -2.69 -0.44 4.93
H3 -1.45 0.97 5.04
H4 2.23 -0.36 4.01
H5 1.39 3.28 2.00
H6 1.26 4.68 3.27
H7 2.72 3.39 3.42
H8 2.14 0.50 -0.88
H9 1.98 1.79 0.49
H10 3.19 -2.34 0.80
H11 5.59 -2.98 2.10
H12 7.37 -1.02 3.05
H13 6.68 3.15 2.30
H14 8.05 1.89 2.61
H15 6.72 2.34 4.00
H16 4.22 2.40 1.43
H17 -0.35 -2.99 -6.37
H18 -2.76 -3.35 -2.39
H19 -3.97 -2.72 2.00
H20 -3.24 -2.45 3.72
H21 -4.96 -0.71 4.00
H22 -3.99 0.33 2.67
H23 -4.80 -0.79 0.13
H24 -6.06 -2.00 0.17
C26 6.18 2.30 -1.84
C27 7.27 2.94 -2.71
N4 7.74 4.23 -2.20
C28 8.57 4.96 -3.17
C29 9.90 4.33 -3.57
C30 8.24 4.24 -0.82
C31 9.39 3.31 -0.48
H25 5.33 2.98 -1.71
H26 5.81 1.39 -2.33
H27 6.56 2.01 -0.86
H28 6.83 3.09 -3.70
H29 8.08 2.22 -2.83
H30 8.76 5.97 -2.80
H31 7.98 5.10 -4.08
H32 10.65 4.44 -2.78
H33 10.30 4.84 -4.45
H34 9.81 3.27 -3.82
H35 7.40 4.01 -0.16
H36 8.52 5.27 -0.54
H37 9.27 2.31 -0.90
H38 9.46 3.20 0.61
H39 10.35 3.71 -0.81
C32 -9.46 -2.56 -4.89
C33 -9.42 -1.99 -3.47
N5 -10.21 -2.75 -2.50
C34 -10.39 -2.05 -1.23
C35 -9.14 -1.77 -0.39
C36 -9.89 -4.17 -2.38
C37 -8.46 -4.55 -2.01
H40 -10.49 -2.67 -5.24
H41 -8.93 -1.89 -5.57
H42 -8.97 -3.54 -4.94
H43 -9.83 -0.97 -3.53
H44 -8.37 -1.89 -3.16
H45 -11.11 -2.59 -0.61
H46 -10.87 -1.08 -1.44
H47 -8.79 -2.67 0.11
H48 -9.39 -1.04 0.40
H49 -8.33 -1.35 -0.98
H50 -10.13 -4.66 -3.33
H51 -10.57 -4.64 -1.66
H52 -7.71 -3.97 -2.56
H53 -8.28 -5.61 -2.25
H54 -8.27 -4.43 -0.94